{
  "formula": "C40H49N4O2SiY",
  "method": "ωB97M-V with the def2-TZVPD basis set",
  "lumo_energy_ha": -0.0099,
  "homo_lumo_gap_ev": 5.744,
  "relative_energy_kcal_mol": 4.0,
  "species": ["Y", "C", "N", "C", "C", "C", "N", "C", "C", "C", "C", "C", "C", "C", "O", "C", "C", "C", "N", "C", "C", "C", "C", "C", "C", "C", "O", "H", "H", "H", "H", "H", "H", "H", "H", "H", "H", "H", "H", "H", "H", "H", "H", "H", "H", "H", "H", "H", "H", "H", "H", "H", "C", "Si", "C", "N", "C", "C", "C", "C", "C", "C", "C", "C", "C", "C", "C", "C", "C", "C", "C", "C", "C", "H", "H", "H", "H", "H", "H", "H", "H", "H", "H", "H", "H", "H", "H", "H", "H", "H", "H", "H", "H", "H", "H", "H", "H"],
  "xyz": [[-0.817467, 1.092944, -0.369898], [-2.786854, 0.756863, 1.957367], [-3.049630, 1.698146, 0.840035], [-4.280287, 1.248996, 0.165158], [-4.441521, 1.613078, -1.311020], [-3.579685, 0.757026, -2.261861], [-2.154167, 1.135904, -2.284049], [-1.724791, 1.163638, -3.546020], [-0.453858, 1.647307, -3.972907], [-0.364614, 2.207054, -5.265413], [0.771473, 2.865168, -5.706396], [1.837734, 3.096902, -4.794397], [1.777774, 2.538069, -3.509078], [0.703183, 1.746581, -3.086325], [0.693943, 1.116249, -1.942518], [-3.161488, 3.080038, 1.442340], [-3.130459, 4.251289, 0.471005], [-1.964690, 4.247398, -0.521699], [-0.847269, 3.461161, 0.061277], [0.166976, 4.121018, 0.525937], [1.225785, 3.709330, 1.392944], [2.115514, 4.680473, 1.886942], [3.191714, 4.309134, 2.691178], [3.469872, 2.949483, 2.936956], [2.645603, 1.975623, 2.399584], [1.488764, 2.313898, 1.665646], [0.719503, 1.355451, 1.163221], [-3.578478, 0.774467, 2.734083], [-1.807567, 1.021170, 2.391758], [-2.714271, -0.288017, 1.587343], [-5.159806, 1.691364, 0.706899], [-4.315220, 0.172149, 0.309141], [-4.172369, 2.658750, -1.458661], [-5.493581, 1.499517, -1.562927], [-3.990677, 0.767962, -3.285973], [-3.603088, -0.286030, -1.951673], [-2.333965, 0.734052, -4.350703], [-1.233440, 2.121391, -5.895816], [0.862465, 3.250577, -6.735320], [2.669050, 3.691800, -5.135806], [2.592233, 2.743397, -2.834692], [-2.361295, 3.107401, 2.183366], [-4.125220, 3.044724, 2.027151], [-3.068784, 5.141718, 1.122970], [-4.055244, 4.375729, -0.150014], [-1.652662, 5.260971, -0.754381], [-2.244481, 3.763556, -1.488864], [0.295193, 5.163928, 0.219974], [1.964214, 5.717226, 1.608816], [3.849747, 5.052591, 3.164657], [4.340562, 2.711541, 3.495689], [2.860395, 0.925887, 2.474590], [-0.710561, -1.503483, -0.287034], [0.045748, -2.878322, 0.730507], [1.819627, -3.391026, 0.121638], [2.572833, -2.264083, -0.338769], [2.845346, -2.154816, -1.774973], [4.301441, -1.906087, -2.119240], [4.812556, -0.734412, -1.280846], [3.755643, -0.148974, -0.337704], [3.032240, -1.155796, 0.532377], [0.249435, -2.600322, 2.555982], [-0.852928, -2.110052, 3.195579], [-0.870829, -1.907388, 4.584982], [0.272503, -2.198933, 5.324420], [1.347329, -2.778192, 4.698047], [1.360391, -2.942019, 3.329308], [-0.916829, -4.426242, 0.436409], [-1.263572, -5.288058, 1.483409], [-1.758653, -6.555669, 1.219753], [-1.932171, -6.956484, -0.117415], [-1.653052, -6.069544, -1.181040], [-1.150757, -4.827560, -0.874050], [-1.636253, -1.951239, -0.653314], [-0.101632, -1.381430, -1.197558], [1.681652, -4.118807, -0.693930], [2.320581, -3.810846, 0.984239], [2.226044, -1.330330, -2.187750], [2.521275, -3.075574, -2.262102], [4.359992, -1.720908, -3.211435], [4.845268, -2.818914, -1.919603], [5.204340, 0.066766, -1.909163], [5.651783, -1.061659, -0.635704], [2.977184, 0.398550, -0.923001], [4.243638, 0.567165, 0.299659], [2.159326, -0.680931, 0.987209], [3.691366, -1.605933, 1.324024], [-1.727012, -1.729874, 2.648282], [-1.798262, -1.639213, 5.031537], [0.259784, -2.052228, 6.391775], [2.213798, -3.096630, 5.260727], [2.243583, -3.472881, 2.951861], [-1.155472, -5.008779, 2.529567], [-1.983726, -7.239601, 2.046774], [-2.360203, -7.942469, -0.312794], [-1.794642, -6.351785, -2.222357], [-0.922923, -4.101030, -1.677896]],
  "forces_ev_per_a": [[1.2, -1.6, 1.1], [0.3, -0.3, 0.0], [0.1, -0.1, 0.1], [-0.9, 0.8, 0.4], [0.9, -0.3, 0.0], [-0.3, -0.4, 0.3], [-0.7, 0.4, -3.7], [0.3, -0.4, 2.2], [1.6, 0.8, 0.2], [0.5, -0.3, 0.2], [0.5, 0.4, 0.1], [-1.6, -1.1, 0.2], [0.6, 0.8, -1.1], [-1.4, -0.4, -0.1], [-0.1, 0.8, -0.4], [-1.1, -1.6, 0.0], [-0.6, 0.6, -0.2], [0.8, -1.1, -0.3], [0.3, 0.9, 0.2], [-0.5, 0.4, -0.5], [0.7, -1.5, 0.0], [0.6, -0.5, 0.5], [0.0, 0.4, 0.1], [-1.3, 0.5, -1.0], [0.0, 0.4, 0.1], [-0.8, -0.3, -0.8], [0.6, 1.3, 0.7], [0.3, 0.2, -0.2], [-0.4, -0.2, 0.1], [0.0, 0.7, 0.0], [0.5, -0.4, -0.2], [-0.2, -0.1, -0.3], [-0.2, 0.1, -0.1], [0.0, -0.1, -0.1], [0.0, 0.2, 0.4], [-0.3, -0.2, 0.2], [-0.3, 0.5, 0.2], [-0.1, 0.0, -0.3], [-0.3, -0.2, 0.7], [0.2, 0.0, 0.2], [0.1, -0.2, 0.3], [0.1, 0.4, -0.2], [0.7, 0.4, -0.4], [0.0, -0.2, -0.4], [0.5, -0.3, 0.9], [0.1, 0.3, 0.0], [0.1, 0.3, 0.7], [-0.5, 0.3, 0.2], [0.0, 0.0, 0.2], [-0.4, -0.2, -0.5], [0.6, -0.4, 0.4], [0.1, -0.3, 0.3], [0.0, 0.6, 0.4], [1.1, 0.8, -1.4], [-1.3, 1.0, 0.3], [1.4, 0.6, -1.4], [-1.0, 0.4, 0.4], [-0.5, 0.2, -0.4], [0.6, -0.1, 0.7], [-0.6, 0.4, -0.7], [-0.3, -2.0, -0.6], [0.4, -0.3, -0.5], [-1.0, 1.3, 1.5], [0.7, -0.6, -0.9], [-1.3, 0.0, 0.3], [0.7, 0.3, 0.0], [0.3, -0.9, 0.0], [-0.4, -0.4, 1.0], [0.0, -0.2, -0.1], [-0.1, -0.4, -0.8], [-0.3, 0.1, 0.1], [-0.2, -0.9, 0.7], [0.3, 0.8, -0.6], [-0.4, 0.0, -0.1], [0.2, -0.1, 0.0], [0.3, 0.1, 0.4], [0.3, -0.8, 0.1], [0.2, -0.3, -0.2], [-0.1, 0.0, 0.1], [0.1, 0.0, 0.5], [0.3, -0.2, 0.1], [0.0, 0.0, 0.0], [-0.2, 0.1, -0.4], [0.5, -0.3, 0.4], [0.1, 0.5, 0.3], [0.1, 0.1, 0.4], [-0.3, 0.5, -0.3], [0.3, -0.6, 0.0], [-0.4, 0.6, 0.5], [0.1, 0.0, 0.2], [0.0, 0.1, 0.1], [-0.5, 0.5, -0.3], [0.2, 0.2, -0.2], [0.0, 0.2, -0.4], [0.3, 0.2, -0.1], [-0.1, -0.1, 0.3], [-0.1, -0.5, 0.4]]
}